{
  "formula": "C12H12N2O4",
  "method": "ωB97M-V/def2-TZVPD",
  "species": ["C", "H", "O", "C", "C", "C", "C", "C", "C", "H", "H", "C", "N", "O", "C", "N", "C", "C", "C", "O", "O", "H", "H", "H", "H", "H", "H", "H", "H", "H"],
  "positions_angstrom": [[-6.102576, -0.728120, 1.430539], [-7.154784, -0.448950, 1.406968], [-5.407225, 0.363019, 0.876509], [-4.054537, 0.293068, 0.774839], [-3.278157, -0.788193, 1.183662], [-1.905435, -0.747854, 1.031139], [-1.285437, 0.364239, 0.471548], [-2.064404, 1.448225, 0.061006], [-3.430051, 1.411508, 0.211726], [-4.050127, 2.237554, -0.098783], [-1.576801, 2.306400, -0.373243], [0.151486, 0.387690, 0.318724], [0.825756, 1.378127, -0.208739], [2.130514, 0.990431, -0.157402], [2.148329, -0.226875, 0.403034], [0.964956, -0.641665, 0.719900], [3.436671, -0.933325, 0.612483], [4.505242, -0.420276, -0.347741], [4.084161, -0.623885, -1.785759], [3.139654, -1.265846, -2.152523], [4.911906, 0.000842, -2.629654], [4.624978, -0.129543, -3.547401], [4.690513, 0.644752, -0.199596], [5.447089, -0.949747, -0.192091], [3.255372, -1.998259, 0.460782], [3.756763, -0.784729, 1.646734], [-1.296182, -1.581550, 1.343501], [-3.731719, -1.664229, 1.619919], [-5.957071, -1.638751, 0.840843], [-5.800933, -0.912800, 2.466501]],
  "forces_ev_per_a": [[-0.11, -0.19, 0.09], [0.07, -0.07, 0.02], [0.21, 0.23, -0.13], [0.20, 0.05, -0.04], [-0.44, -0.02, 0.05], [0.27, 0.30, -0.16], [-0.60, -0.05, 0.08], [0.01, -0.22, 0.10], [-0.20, -0.07, 0.05], [-0.06, 0.10, -0.04], [0.00, 0.13, -0.06], [1.17, 0.26, -0.19], [-1.19, 0.43, -0.11], [0.74, -0.55, 0.22], [-0.72, -0.10, 0.20], [0.34, -0.28, 0.08], [0.22, 0.15, -0.23], [-0.13, -0.08, -0.01], [0.00, -0.08, -0.01], [-0.17, -0.13, 0.04], [0.48, 0.35, -0.21], [-0.16, -0.14, 0.23], [0.09, -0.06, 0.00], [0.01, 0.07, -0.02], [-0.02, 0.10, 0.05], [0.00, -0.03, -0.05], [0.03, -0.08, 0.03], [-0.07, -0.05, 0.03], [0.01, 0.03, 0.03], [0.00, 0.00, -0.05]],
  "homo_energy_ha": -0.3060,
  "charge": 0,
  "relative_energy_kcal_mol": 55.9,
  "smiles": "COc1ccc(-c2noc(CCC(=O)O)n2)cc1",
  "gap_ev": 9.04
}


{
  "formula": "C12H12N4",
  "method": "ωB97M-V/def2-TZVPD",
  "species": ["C", "C", "C", "C", "C", "C", "C", "N", "N", "C", "N", "C", "C", "C", "C", "H", "H", "H", "H", "H", "N", "H", "H", "H", "H", "H", "H", "H"],
  "positions_angstrom": [[-0.048182, 1.184407, 4.328785], [0.088623, 0.525900, 2.990102], [-0.301026, 1.170483, 1.854159], [-0.185809, 0.579329, 0.572398], [-0.580994, 1.232939, -0.591807], [-0.420057, 0.553412, -1.786529], [-0.671693, 0.801519, -3.146522], [-0.276519, -0.304323, -3.795095], [0.220084, -1.276975, -3.011451], [0.145644, -0.788940, -1.773314], [0.521977, -1.410336, -0.664391], [0.362585, -0.748600, 0.475460], [0.757165, -1.389067, 1.678188], [0.632866, -0.791337, 2.896887], [1.063156, -1.504906, 4.141317], [1.451655, -2.490557, 3.899801], [1.840061, -0.942111, 4.657899], [0.224991, -1.620224, 4.827891], [1.165897, -2.383530, 1.584437], [-0.296373, -0.456455, -4.792560], [-1.132184, 1.931345, -3.781659], [-1.665309, 2.551789, -3.192603], [-1.541026, 1.788584, -4.692996], [-0.993355, 2.234100, -0.551525], [-0.714442, 2.169381, 1.912653], [-0.476649, 2.178315, 4.225024], [0.923227, 1.275561, 4.813715], [-0.691713, 0.596840, 4.982861]],
  "forces_ev_per_a": [[0.00, -0.02, -0.06], [-0.29, 0.61, -0.32], [0.08, -0.04, 0.55], [-0.05, -0.01, -0.50], [0.06, -0.11, 0.13], [0.17, -0.50, -0.17], [0.13, -0.30, -0.10], [-0.28, 0.83, 0.34], [0.43, -1.05, 0.12], [-0.47, 0.99, -0.53], [0.22, -0.46, 0.21], [-0.13, 0.20, -0.44], [0.04, 0.05, 0.61], [0.15, -0.48, -0.46], [-0.01, 0.00, -0.07], [0.03, -0.05, 0.03], [0.05, 0.00, 0.10], [-0.01, -0.03, 0.11], [0.05, -0.12, 0.00], [0.01, 0.03, 0.16], [-0.01, 0.19, -0.11], [-0.04, -0.05, -0.12], [-0.08, 0.09, 0.12], [-0.01, 0.06, 0.08], [-0.03, 0.09, 0.06], [-0.02, 0.05, 0.03], [0.03, 0.04, 0.12], [-0.03, 0.01, 0.13]],
  "homo_energy_ha": -0.2609,
  "charge": 0,
  "relative_energy_kcal_mol": 0.0,
  "smiles": "Cc1cc2cc3c(N)[nH]nc3nc2cc1C",
  "gap_ev": 7.05
}


{
  "formula": "C12H12O2",
  "method": "ωB97M-V/def2-TZVPD",
  "species": ["C", "C", "C", "C", "C", "C", "C", "C", "C", "C", "C", "C", "O", "O", "H", "H", "H", "H", "H", "H", "H", "H", "H", "H", "H", "H"],
  "positions_angstrom": [[2.759799, -1.093489, 0.815029], [2.739611, -0.902142, -0.605319], [2.055724, -0.334844, 1.720083], [1.910820, 0.089531, -1.111714], [1.319653, 0.697478, 1.212781], [1.250421, 0.888203, -0.188010], [-1.265505, -1.443381, -1.362951], [-1.056143, -1.862358, -0.120744], [0.421260, 1.974980, -0.679040], [-2.055896, -0.336778, -1.276124], [-2.294257, -0.136532, 0.088269], [-2.914047, 1.008008, 0.910596], [-1.647195, -1.078750, 0.774041], [-0.318282, 2.650507, 0.003976], [3.317907, -1.955023, 1.252551], [3.457536, -1.274878, -1.370534], [1.941175, -0.636475, 2.795715], [1.967356, 0.400945, -2.107949], [0.681199, 1.323466, 1.884338], [-0.959629, -1.903767, -2.260835], [-0.263881, -2.431933, 0.201313], [0.544521, 2.219075, -1.738634], [-2.342260, 0.281187, -2.179076], [-2.292011, 1.890264, 0.909750], [-3.110794, 0.650182, 1.884242], [-3.847093, 1.316516, 0.548250]],
  "forces_ev_per_a": [[1.38, -2.20, -1.06], [0.51, 0.65, 0.38], [-0.66, -0.61, 0.76], [0.86, 0.12, 2.54], [-1.48, 0.97, -0.40], [-0.45, -0.02, 1.17], [0.29, -1.17, -0.88], [0.72, -0.44, -0.07], [-0.50, 0.99, 0.24], [-2.18, 3.13, 0.11], [-0.70, 2.33, -1.26], [1.16, -1.37, -1.20], [-0.19, 0.32, 0.77], [0.15, -0.08, -0.14], [-0.19, 0.78, -0.68], [-0.57, -0.65, 1.24], [0.57, 0.46, -1.19], [-0.25, 0.11, -1.53], [0.70, -0.44, -0.86], [0.61, -0.41, -0.65], [1.12, -1.75, 1.06], [-0.08, -0.07, -0.48], [0.01, -0.67, 1.61], [0.48, 0.05, 0.17], [0.11, -0.31, 1.28], [-1.41, 0.27, -0.93]],
  "homo_energy_ha": -0.3003,
  "charge": 0,
  "relative_energy_kcal_mol": 26.6,
  "smiles": "O=Cc1ccccc1.Cc1ccco1",
  "gap_ev": 8.23
}


{
  "formula": "C12H13BrNO6",
  "method": "ωB97M-V/def2-TZVPD",
  "species": ["O", "N", "O", "C", "C", "C", "C", "O", "C", "C", "C", "O", "Br", "C", "C", "O", "H", "H", "H", "H", "H", "H", "C", "C", "C", "O", "H", "H", "H", "H", "H", "H", "H"],
  "positions_angstrom": [[5.002410, -0.974684, 0.279073], [4.445894, 0.068227, 0.202693], [5.340450, 1.074545, -0.108856], [5.040297, 1.542359, -1.469796], [3.523732, 2.053323, -1.598382], [2.774816, 1.986147, -2.805188], [1.248046, 2.491268, -2.783362], [0.740996, 3.176263, -3.695432], [0.437563, 2.080662, -1.455757], [-1.071278, 1.591856, -1.497043], [-1.043599, 0.082378, -2.085863], [-0.305237, -0.201856, -3.053732], [-2.153537, -1.364736, -1.265923], [1.185514, 2.196828, -0.250987], [2.719967, 2.664621, -0.343368], [3.259272, 3.455223, 0.449917], [5.774634, 2.347343, -1.779009], [5.097700, 0.595915, -2.121175], [3.246802, 1.545015, -3.742399], [-1.431662, 1.485959, -0.415366], [-1.756085, 2.244584, -2.129434], [0.752445, 1.960243, 0.773055], [-5.108558, -3.292637, 2.914951], [-3.824162, -2.922932, 2.145682], [-2.720296, -2.561471, 3.160459], [-4.079646, -1.838227, 1.399805], [-5.469379, -2.467993, 3.539863], [-5.915084, -3.574968, 2.229939], [-4.927562, -4.151088, 3.578703], [-3.487146, -3.857729, 1.651661], [-3.001178, -1.712410, 3.793664], [-1.781640, -2.309682, 2.654755], [-2.514492, -3.412348, 3.826853]],
  "forces_ev_per_a": [[-0.71, 1.26, 0.29], [-0.04, -2.08, -0.01], [0.90, 1.44, -1.45], [-1.75, -0.36, -0.31], [-2.09, 0.10, -1.81], [1.03, 0.12, 2.76], [-0.69, 0.58, -1.00], [1.65, -2.34, 2.82], [1.82, 0.50, 1.78], [0.80, -1.11, 0.78], [2.08, -0.63, -3.04], [-2.51, 1.21, 3.48], [0.62, 1.77, -0.10], [-0.54, -0.06, -2.52], [0.57, 0.62, 0.49], [-1.65, -2.44, -2.12], [-0.79, -1.17, 0.73], [0.20, 1.67, 0.55], [-0.94, 0.87, 1.18], [0.29, 0.45, -1.62], [0.98, -0.91, 0.81], [0.63, 0.53, -1.47], [0.01, -0.86, 0.49], [-0.63, 1.65, 1.07], [0.37, -0.75, 0.54], [0.26, 0.05, -1.44], [0.20, 0.11, -0.20], [0.15, 0.12, -0.08], [-0.12, -0.12, 0.11], [0.11, -0.20, -0.47], [-0.19, -0.01, -0.24], [-0.17, 0.02, -0.12], [0.15, -0.04, 0.13]],
  "homo_energy_ha": -0.0954,
  "charge": -1,
  "relative_energy_kcal_mol": 58.8,
  "gap_ev": 3.33
}


{
  "formula": "C12H13ClIrO",
  "method": "ωB97M-V/def2-TZVPD",
  "species": ["C", "C", "C", "H", "C", "C", "H", "H", "H", "H", "Ir", "Cl", "C", "C", "C", "H", "C", "C", "H", "H", "H", "H", "C", "C", "O", "H", "H", "H"],
  "positions_angstrom": [[-2.735075, -1.174779, -0.146088], [-1.677276, -1.391213, -1.106035], [-1.197392, -0.114822, -1.516901], [-1.281412, -2.349487, -1.447138], [-1.783049, 0.893550, -0.690020], [-2.804689, 0.246117, 0.123647], [-3.445472, 0.767860, 0.818167], [-3.323599, -1.953228, 0.315839], [-0.500081, 0.081278, -2.333702], [-1.551244, 1.963773, -0.716282], [-0.978309, -0.431456, 0.840203], [0.024284, -2.254683, 1.725340], [2.487224, 0.103186, -0.445608], [2.326785, 1.319904, -1.173507], [2.423054, 1.009570, -2.554610], [2.047983, 2.283171, -0.768875], [2.594232, -0.403213, -2.685085], [2.671359, -0.962725, -1.375067], [2.784135, -2.012201, -1.102538], [2.477837, 0.006586, 0.632356], [2.443206, 1.712092, -3.382869], [2.705670, -0.953325, -3.616846], [-0.944625, 0.508833, 3.750685], [-0.268366, 0.492297, 2.402824], [0.808715, 1.027910, 2.158196], [-2.026759, 0.640190, 3.646538], [-0.575159, 1.356187, 4.347251], [-0.701979, -0.411373, 4.300127]],
  "forces_ev_per_a": [[-0.41, 0.00, -0.79], [-0.66, 0.53, 0.06], [0.23, 0.40, -0.44], [-0.33, 0.39, 0.13], [-0.44, -0.11, -0.52], [-0.33, 0.31, -0.43], [-0.23, -0.17, -0.18], [0.00, 0.12, 0.00], [0.06, -0.17, 0.61], [-0.20, -0.59, -0.05], [1.27, -2.32, -0.62], [0.21, -0.60, -0.05], [0.17, -1.06, -0.51], [-0.31, 0.32, -2.78], [-0.26, 1.74, 2.21], [0.34, -0.05, 0.07], [0.62, -1.88, 1.82], [-0.38, 0.41, -0.97], [0.02, 0.40, -0.21], [-0.04, 0.03, -0.09], [-0.22, -0.08, 0.24], [-0.06, 0.15, 0.23], [0.04, 0.02, 0.05], [-2.16, 0.88, 3.13], [3.26, 1.73, -0.93], [0.11, -0.29, 0.14], [0.01, -0.14, -0.25], [-0.31, 0.03, 0.13]],
  "s_squared": 8.78,
  "homo_energy_ha": [-0.1776, -0.2955],
  "spin_multiplicity": 6,
  "charge": 0,
  "gap_ev": [5.25, 5.62]
}


{
  "formula": "C12H13F6HfNO",
  "method": "ωB97M-V/def2-TZVPD",
  "species": ["C", "C", "C", "C", "C", "Hf", "C", "C", "C", "N", "H", "H", "H", "H", "H", "H", "H", "H", "H", "H", "C", "C", "O", "C", "F", "F", "F", "C", "F", "F", "F", "H", "H", "H"],
  "positions_angstrom": [[0.041658, -1.736378, -2.736853], [-1.248674, -1.870365, -2.238847], [-1.166240, -2.408317, -0.961335], [0.174522, -2.591749, -0.653853], [0.925508, -2.169399, -1.750868], [-0.039621, -0.238003, -0.805245], [-1.144563, 1.460131, -2.056606], [0.146938, 1.903312, -2.590845], [0.864340, 2.537291, -3.331778], [1.639848, 0.375265, -1.026851], [-2.054273, -2.805841, -0.337309], [-2.219727, -1.726847, -2.840125], [0.582548, -3.144744, 0.265632], [2.058765, -2.257580, -1.852530], [0.325068, -1.436688, -3.797173], [-1.780149, 1.053460, -2.794754], [2.570229, 0.926612, -1.631279], [-1.585895, 2.125604, -1.346998], [0.340420, 3.225017, -4.056341], [2.039985, 2.547258, -3.379997], [1.349907, 0.862363, 2.608207], [-0.075109, 0.368203, 2.427521], [-0.413969, 0.065227, 1.118341], [-0.277475, -0.941060, 3.271906], [-0.016734, -0.775532, 4.599571], [-1.526666, -1.439518, 3.141337], [0.586442, -1.895263, 2.802299], [-1.065982, 1.482906, 2.914909], [-0.811408, 1.914012, 4.184310], [-0.939035, 2.563676, 2.084999], [-2.354540, 1.081273, 2.852286], [2.037602, 0.154958, 2.132283], [1.584390, 0.956312, 3.672752], [1.451901, 1.834404, 2.113236]],
  "forces_ev_per_a": [[1.08, 0.26, -2.75], [-3.12, -0.05, -1.82], [-3.16, -1.81, 1.59], [1.40, -2.25, 2.17], [3.03, -1.58, -0.97], [-1.71, 0.97, 1.28], [3.85, 1.36, -1.39], [-7.98, -4.93, 5.96], [6.68, 4.28, -4.96], [6.21, 5.13, -3.73], [1.68, 1.08, -1.05], [1.75, -0.04, 1.18], [-0.70, 1.30, -1.47], [-1.97, 0.32, 0.23], [-0.41, -0.19, 1.75], [-0.60, -0.68, -0.62], [-3.48, -2.76, 2.78], [-0.16, 0.38, 0.53], [0.64, -0.61, 0.88], [-2.59, -0.22, 0.07], [0.17, 0.07, -0.12], [-0.65, -0.29, 0.04], [-0.21, 0.28, 1.29], [0.12, -0.20, -0.22], [-0.27, -0.15, -1.03], [0.81, 0.19, 0.25], [-0.64, 0.64, 0.48], [0.00, 0.18, -0.22], [-0.26, -0.38, -1.03], [-0.17, -0.68, 0.72], [0.73, 0.41, 0.17], [-0.16, 0.17, 0.11], [0.03, 0.04, -0.20], [0.05, -0.24, 0.11]],
  "homo_energy_ha": -0.3021,
  "charge": 0,
  "gap_ev": 7.70
}


Number 1: E_tot -23808.506 eV, strongest force on any atom 1.27 eV Å⁻¹. Number 2: E_tot -18599.074 eV, strongest force on any atom 1.22 eV Å⁻¹. Number 3: E_tot -16731.587 eV, strongest force on any atom 3.82 eV Å⁻¹. Number 4: E_tot -96465.177 eV, strongest force on any atom 4.46 eV Å⁻¹. Number 5: E_tot -30055.771 eV, strongest force on any atom 3.90 eV Å⁻¹. Number 6: E_tot -33801.703 eV, strongest force on any atom 11.11 eV Å⁻¹.